No. 1
Below is an isolated molecule of C5H7NO4, with properties calculated with wB97M-V/def2-TZVPD.

Last column: Löwdin charge in e.
Atoms and positions in Å:
C  1.73216  -0.62737  -0.55636  -0.0038
C  0.44430  -0.57375  0.26451  -0.5077
O  0.64201  0.05876  1.50987  0.0077
C  0.00431  -1.96367  0.56580  -0.1293
N  -0.29487  -3.05741  0.78079  0.1970
C  -0.66897  0.22334  -0.48539  -0.2257
O  -0.16772  1.46848  -0.88450  -0.0094
C  -1.79791  0.46561  0.52660  -0.4331
O  -2.48423  -0.41056  0.98467  0.1456
O  -1.88713  1.77907  0.96230  0.1031
H  2.08027  0.39543  -0.74497  0.0892
H  2.50873  -1.16268  0.00192  0.1030
H  1.56041  -1.13166  -1.51533  0.1012
H  0.82175  1.05271  1.39774  0.1585
H  -1.06695  -0.35889  -1.32720  0.1779
H  -0.09206  1.53066  -1.84079  0.1275
H  -1.33410  2.31192  0.36033  0.0981

Cartesian forces, eV/Å:
C 0.149 0.058 -0.116
C -0.024 0.286 -0.105
O 0.630 1.861 0.316
C -0.317 -0.478 0.150
N 0.325 0.915 -0.265
C -0.567 -0.870 0.070
O 0.387 0.540 -0.295
C -0.666 0.478 1.233
O 0.695 0.961 -0.679
O 0.004 -1.329 -0.764
H -0.084 -0.244 0.034
H -0.258 0.084 -0.131
H 0.075 0.061 0.189
H -0.341 -2.213 -0.066
H 0.096 0.108 0.183
H 0.026 -0.075 0.037
H -0.130 -0.145 0.209

SMILES	C[C@](O)(C#N)[C@H](O)C(=O)O
E_tot	-550.42962	a.u.
HOMO level	-10.6	eV
energy relative to the best compared isomer or geometry (same formula, charge and spin)	5.3	kcal per mole

=====

No. 2
Below is C28H50N3O3ReSSi2Te as an isolated structure, with properties calculated with wB97M-V/def2-TZVPD.

Last column: Löwdin spin population.
Atoms and positions in Å:
Re  1.23326  -0.08956  1.45813  1.6628
C  2.64518  1.58008  3.63867  0.0046
C  2.75746  2.43136  2.38365  0.0107
N  1.66709  2.08717  1.41711  0.0278
C  0.41020  2.87717  1.62415  0.0108
C  -0.36896  2.47084  2.85887  0.0117
S  -0.62166  0.65925  2.88053  0.0145
C  0.09905  0.13663  4.49120  0.0077
C  1.49403  -0.48280  4.37467  0.0159
N  2.29088  0.16760  3.28816  0.0097
H  1.88912  1.96231  4.31676  0.0003
H  3.58940  1.58815  4.18385  -0.0003
H  3.70959  2.24968  1.88890  0.0002
H  2.71817  3.49249  2.63692  0.0011
H  1.98242  2.38011  0.49691  0.0042
H  -0.20438  2.71473  0.73633  0.0049
H  0.65053  3.94234  1.67109  0.0000
H  -1.35156  2.94043  2.83772  0.0007
H  0.10939  2.77404  3.78651  0.0005
H  -0.58874  -0.60044  4.90221  0.0000
H  0.06362  1.00264  5.15027  0.0004
H  1.42618  -1.54303  4.13367  0.0013
H  2.01356  -0.38883  5.33119  0.0020
H  3.16309  -0.35288  3.19958  0.0009
O  0.03977  -3.93814  1.04667  0.0256
C  0.67233  -2.93950  1.20560  0.0110
O  0.14306  -1.73650  1.43602  0.0739
C  2.17592  -2.88061  1.11848  0.0057
C  2.94091  -4.04379  1.06082  -0.0014
C  4.29699  -3.91968  0.91268  0.0034
C  4.86971  -2.64071  0.75624  -0.0001
C  6.25250  -2.46333  0.50162  0.0015
C  6.76278  -1.21865  0.27281  0.0000
C  5.91314  -0.09186  0.30182  0.0020
C  4.57819  -0.22754  0.57105  0.0128
C  4.02521  -1.50331  0.80391  0.0085
N  2.67757  -1.65027  1.03135  0.0171
H  2.43981  -4.99854  1.13887  -0.0001
H  4.93674  -4.79352  0.90048  0.0001
H  6.89309  -3.33556  0.47912  0.0001
H  7.81432  -1.08915  0.05799  0.0000
H  6.32851  0.88658  0.09804  0.0001
H  3.92452  0.63617  0.56816  0.0083
C  1.71012  0.62497  -2.98585  -0.0001
C  2.13350  -0.82823  -2.79232  0.0005
C  1.21701  -1.28224  -1.68213  0.0047
O  1.02250  -0.09919  -0.81475  0.0503
C  1.47006  1.08034  -1.56099  0.0051
H  0.79803  0.69242  -3.58025  0.0001
H  2.47359  1.23014  -3.46982  0.0000
H  3.17996  -0.89780  -2.49016  0.0000
H  1.99534  -1.42746  -3.69000  0.0001
H  1.60284  -2.09374  -1.08099  0.0002
H  0.23104  -1.56326  -2.06091  0.0016
H  2.40975  1.42971  -1.12561  0.0008
H  0.69727  1.84566  -1.46613  0.0029
C  -2.89561  -1.86968  -5.09720  0.0051
Si  -3.31021  -1.91430  -3.28833  0.0266
C  -5.13121  -1.95309  -2.91258  0.0027
C  -2.37883  -3.26632  -2.38795  0.0152
C  -2.66796  -0.18394  -2.63270  0.0827
Te  -2.26387  -0.12158  -0.59264  0.6532
C  -4.12882  0.56565  0.02961  0.0846
Si  -4.56372  2.43079  -0.32746  0.0247
C  -4.36917  3.30955  1.30920  0.0041
C  -6.29932  2.43383  -0.97595  0.0042
C  -3.34380  3.17240  -1.54781  0.0133
H  -3.26186  -2.76683  -5.60052  0.0013
H  -1.81481  -1.82758  -5.24982  0.0002
H  -3.34583  -1.01265  -5.60122  0.0001
H  -5.60877  -2.76142  -3.47048  0.0006
H  -5.63430  -1.02709  -3.19757  0.0002
H  -5.32634  -2.14779  -1.85475  0.0002
H  -2.96904  -4.18540  -2.40610  0.0000
H  -2.17556  -3.06395  -1.33169  0.0150
H  -1.42698  -3.49299  -2.87401  0.0005
H  -3.43064  0.57382  -2.81714  0.0044
H  -1.75253  0.08554  -3.16346  0.0065
H  -4.17761  0.38542  1.10464  0.0004
H  -4.86806  -0.07669  -0.45705  0.0115
H  -4.77862  2.75059  2.15163  0.0001
H  -4.89771  4.26493  1.27305  0.0006
H  -3.31937  3.54280  1.51153  0.0002
H  -6.97897  1.90765  -0.30281  0.0000
H  -6.36275  1.96321  -1.95921  0.0001
H  -6.66877  3.45648  -1.07561  0.0012
H  -2.32586  2.78026  -1.44183  0.0126
H  -3.28742  4.24925  -1.37313  0.0000
H  -3.63870  3.03628  -2.58948  0.0007

Cartesian forces, eV/Å:
Re 0.432 0.078 -0.552
C 0.093 -0.017 -0.111
C -0.100 -0.065 0.070
N -0.017 0.071 0.120
C 0.009 0.003 -0.049
C -0.014 -0.024 0.046
S -0.006 0.086 -0.120
C -0.038 -0.057 0.011
C -0.043 0.099 0.032
N -0.126 -0.104 0.253
H -0.016 -0.001 -0.018
H -0.011 0.036 0.016
H -0.002 -0.009 -0.004
H 0.018 -0.002 0.015
H 0.151 0.004 0.041
H -0.012 0.018 0.008
H 0.012 -0.005 0.010
H -0.003 -0.014 0.007
H 0.003 0.023 -0.010
H -0.019 0.014 -0.008
H 0.020 0.005 -0.004
H -0.031 0.007 -0.013
H 0.006 -0.002 -0.006
H -0.021 -0.038 0.080
O 0.050 -0.012 0.004
C 0.000 -0.018 0.039
O -0.070 -0.153 0.176
C -0.034 0.012 0.006
C 0.009 0.012 -0.001
C 0.003 -0.010 0.058
C -0.015 0.011 -0.054
C 0.020 0.030 0.025
C -0.002 -0.021 0.011
C -0.004 0.010 0.022
C 0.018 0.026 0.005
C 0.009 -0.067 0.000
N 0.143 0.031 -0.029
H -0.006 0.002 0.005
H -0.006 -0.007 -0.042
H -0.006 -0.007 -0.020
H 0.005 -0.001 0.015
H -0.002 0.007 0.015
H -0.019 -0.006 -0.050
C -0.014 0.002 -0.017
C -0.009 0.009 -0.002
C -0.298 -0.081 0.031
O 0.257 0.155 -0.040
C -0.115 0.068 -0.009
H -0.011 -0.011 0.015
H -0.022 0.011 -0.026
H -0.005 0.015 0.017
H 0.032 -0.016 0.004
H 0.031 -0.006 -0.018
H -0.015 0.013 0.032
H 0.021 -0.040 0.004
H 0.018 0.010 0.022
C -0.048 0.001 0.008
Si -0.005 0.044 0.015
C 0.040 -0.024 0.051
C 0.018 -0.009 -0.022
C -0.016 -0.114 -0.047
Te -0.208 0.075 0.036
C -0.092 -0.079 -0.001
Si 0.014 0.097 0.038
C -0.007 0.014 -0.037
C 0.019 -0.015 0.058
C 0.000 -0.044 -0.028
H 0.001 -0.023 0.024
H -0.003 0.004 -0.017
H -0.004 0.010 0.010
H 0.011 -0.016 0.001
H 0.002 0.002 -0.016
H -0.014 0.021 0.004
H 0.018 -0.016 -0.048
H -0.041 0.002 0.012
H 0.008 0.010 0.004
H 0.036 0.026 -0.056
H 0.019 -0.001 0.033
H -0.023 -0.028 -0.003
H 0.014 0.010 -0.040
H -0.002 -0.020 -0.005
H 0.018 0.015 -0.011
H 0.006 -0.042 0.031
H -0.006 -0.001 -0.002
H -0.002 -0.012 0.003
H 0.019 0.013 -0.017
H 0.015 0.040 0.035
H -0.027 0.010 -0.023
H -0.010 -0.027 0.000

multiplicity	4
E_tot	-2809.55303	a.u.
charge	+3
⟨S²⟩	3.7626
HOMO level (spin up / spin down)	-16.5 / -16.2	eV
energy relative to the best compared isomer or geometry (same formula, charge and spin)	19.1	kcal per mole

=====

No. 3
Below is a 2-piece molecular cluster, C4H10O overall, with properties calculated with wB97M-V/def2-TZVPD.

Last column: Löwdin charge in e.
Atoms and positions in Å:
C  -1.21160  0.20324  -1.57477  -0.0854
O  -0.78509  -0.58274  -0.60528  -0.1227
C  0.03754  -0.25592  0.34484  -0.4550
C  0.23154  1.18511  0.65894  -0.0641
C  0.36508  -1.34965  1.30776  -0.0337
H  0.93064  0.13129  -1.97314  0.0706
H  -1.22075  1.27453  -1.42375  0.0487
H  -1.88248  -0.29208  -2.26050  0.0577
H  1.36688  -0.10883  -1.38669  0.0782
H  -0.72520  1.64238  0.96718  0.0979
H  0.58955  1.75570  -0.20825  0.0711
H  0.94979  1.30582  1.47390  0.0857
H  1.42299  -1.31911  1.59197  0.0819
H  0.15522  -2.32224  0.85467  0.0855
H  -0.22410  -1.26751  2.23312  0.0836

Cartesian forces, eV/Å:
C -0.281 0.230 -0.082
O 0.127 -0.165 0.140
C -0.030 0.115 0.128
C 0.067 -0.009 -0.011
C 0.004 -0.049 -0.004
H 0.148 -0.030 0.029
H 0.021 -0.121 -0.012
H 0.077 0.057 0.089
H 0.050 0.037 -0.126
H 0.075 -0.044 -0.059
H -0.066 -0.125 0.096
H -0.126 -0.041 -0.110
H -0.164 0.015 -0.046
H 0.035 0.140 0.062
H 0.064 -0.009 -0.095

E_tot	-233.49096	a.u.
HOMO level (spin up / spin down)	-7.1 / -6.9	eV
energy relative to the best compared isomer or geometry (same formula, charge and spin)	96.6	kcal per mole

=====

Number 1: F_max 2.2 eV/A. Number 2: F_max 0.7 eV/A. Number 3: F_max 0.4 eV/A.